1.
Formula: C11H62CdF6N2O27S2
Source: the OMol25 dataset
Level of theory: ωB97M-V with the def2-TZVPD basis set

The frontier orbital gap comes out at 6.350 eV. Its total charge is 0. Its spin multiplicity is 1. As for the molecular weight: 945.14 g mol⁻¹. The value obtained for the HOMO energy is -7.09 eV.

The geometry in XYZ format:
```
111
C11H62CdF6N2O27S2 (ωB97M-V with the def2-TZVPD basis set)
Cd -1.261 -0.324 -3.534
C 1.228 -3.941 -3.091
F 2.043 -2.927 -3.339
F 1.802 -5.000 -3.713
F 1.152 -4.181 -1.801
S -0.575 -3.627 -3.756
O -0.904 -4.653 -4.781
O -1.405 -3.762 -2.532
N -0.586 -1.968 -4.427
S 0.040 -2.212 -5.872
O 0.506 -0.914 -6.280
O 0.997 -3.305 -6.058
C -1.444 -2.540 -7.062
F -1.458 -1.690 -8.087
F -1.333 -3.782 -7.572
F -2.607 -2.494 -6.438
C -2.903 0.348 -0.018
C -1.415 0.660 0.460
C -1.354 0.388 1.973
C 0.059 0.476 2.517
C 0.940 -0.566 1.842
C 1.008 -0.387 0.323
N -0.418 -0.303 -0.157
O -0.686 -0.829 -1.518
C 1.821 -1.672 -0.120
C 1.836 0.860 -0.230
C -1.088 2.176 0.276
H -3.224 0.802 -0.955
H -3.688 0.624 0.687
H -3.013 -0.729 -0.146
H -1.805 -0.534 2.339
H -1.919 1.182 2.461
H 0.029 0.331 3.597
H 0.486 1.476 2.599
H 0.546 -1.571 1.993
H 1.929 -0.410 2.273
H 2.712 -1.896 0.466
H 2.226 -1.824 -1.121
H 1.147 -2.515 0.026
H 1.420 1.366 -1.101
H 2.823 0.529 -0.554
H 1.906 1.606 0.561
H -0.785 2.371 -0.753
H -0.290 2.628 0.865
H -1.951 2.727 0.651
O -2.139 -3.348 3.898
H -2.455 -3.146 3.018
H -1.658 -4.170 3.799
O 4.681 3.327 -0.585
H 4.457 2.755 0.149
H 5.296 3.961 -0.216
O 5.996 -2.745 1.149
H 5.666 -3.641 1.087
H 5.618 -2.297 0.392
O 3.483 -0.281 -3.449
H 4.150 0.156 -2.919
H 3.975 -0.707 -4.151
O 5.399 1.147 -2.272
H 4.719 1.820 -2.274
H 5.975 1.389 -1.548
O -1.045 -1.371 5.401
H -0.936 -1.712 6.289
H -1.516 -2.061 4.935
O -1.507 -3.226 0.571
H -2.304 -2.760 0.823
H -0.964 -2.561 0.149
O 0.060 4.657 -2.263
H 0.794 4.986 -1.745
H -0.718 4.935 -1.780
O 2.555 3.776 2.040
H 1.924 3.118 1.748
H 3.362 3.284 2.193
O -1.136 5.084 1.474
H -0.355 5.596 1.683
H -1.527 4.883 2.324
O 5.048 -2.223 -1.180
H 4.399 -1.628 -1.556
H 5.132 -2.925 -1.826
O -4.713 3.626 -0.922
H -5.333 2.898 -0.874
H -4.860 4.120 -0.116
O -1.793 1.562 -2.913
H -1.868 2.340 -3.465
H -1.677 1.907 -2.028
O -2.235 4.854 -0.942
H -2.005 4.877 -0.013
H -3.117 4.481 -0.961
O -6.513 1.679 -0.069
H -6.295 0.873 0.399
H -7.349 1.956 0.307
O 0.214 -5.339 0.702
H 0.546 -5.536 -0.174
H -0.374 -4.594 0.574
O 5.002 -0.588 2.864
H 5.301 -1.436 2.534
H 4.053 -0.684 2.946
O -3.309 0.536 5.331
H -2.917 0.386 4.471
H -3.029 -0.214 5.856
O 0.577 3.644 4.746
H 1.490 3.386 4.617
H 0.611 4.313 5.430
O -4.495 2.254 3.254
H -4.640 2.680 2.409
H -3.856 2.812 3.697
O 2.191 -2.384 5.182
H 1.450 -2.457 4.581
H 2.142 -1.488 5.516
O -3.197 -1.183 -3.137
H -3.644 -1.755 -3.761
H -3.337 -1.600 -2.287
```

2.
Formula: C11H6EuN2O6
Source: the OMol25 dataset
Level of theory: ωB97M-V with the def2-TZVPD basis set

The frontier orbital gap (alpha / beta) comes out at 3.357 / 4.435 eV. Its total charge is +3. Its spin multiplicity is 7. As for the molecular weight: 414.14 g mol⁻¹. The value obtained for the HOMO energy (alpha / beta) is -18.22 / -18.22 eV.

The geometry in XYZ format:
```
26
C11H6EuN2O6 (ωB97M-V with the def2-TZVPD basis set)
O 0.011 3.244 -3.962
C 0.014 2.165 -3.575
Eu 0.011 0.201 -2.465
O 0.012 -1.777 -5.633
C 0.013 -1.257 -4.627
C 0.021 -2.530 -1.876
O 0.010 -3.612 -1.495
C -2.220 -0.551 -2.615
O -3.348 -0.683 -2.552
C 2.243 -0.561 -2.611
O 3.372 -0.679 -2.554
N -0.485 0.134 4.805
C 0.263 0.888 3.931
O 1.026 1.768 4.328
C 0.105 0.600 2.468
C -0.789 -0.343 1.934
C -0.819 -0.580 0.567
N 0.012 0.119 -0.231
C 0.880 1.049 0.215
C 0.929 1.308 1.578
H -0.348 0.337 5.776
H -1.120 -0.612 4.572
H -1.465 -0.925 2.551
H -1.487 -1.319 0.096
H 1.520 1.560 -0.535
H 1.640 2.058 1.909
```

Looking at electronic energy for the records above, in order, we have -4160.4291 -1692.8398 hartree.